Entry 1:
{"formula": "C66H63F3O16", "method": "ωB97M-V/def2-TZVPD", "molar_mass_g_mol": 1169.21, "e_homo_ha": [-0.003, -0.179], "e_tot_ha": -4056.10693, "homo_lumo_gap_ev": [1.80, 6.58], "spin_multiplicity": 2, "total_charge": -1, "symbols": ["F", "F", "F", "O", "O", "O", "O", "O", "O", "O", "O", "O", "O", "O", "O", "O", "O", "O", "O", "C", "C", "C", "C", "C", "C", "C", "C", "C", "C", "C", "C", "C", "C", "C", "C", "C", "C", "C", "C", "C", "C", "C", "C", "C", "C", "C", "C", "C", "C", "C", "C", "C", "C", "C", "C", "C", "C", "C", "C", "C", "C", "C", "C", "C", "C", "C", "C", "C", "C", "C", "C", "C", "C", "C", "C", "C", "C", "C", "C", "C", "C", "C", "C", "C", "C", "H", "H", "H", "H", "H", "H", "H", "H", "H", "H", "H", "H", "H", "H", "H", "H", "H", "H", "H", "H", "H", "H", "H", "H", "H", "H", "H", "H", "H", "H", "H", "H", "H", "H", "H", "H", "H", "H", "H", "H", "H", "H", "H", "H", "H", "H", "H", "H", "H", "H", "H", "H", "H", "H", "H", "H", "H", "H", "H", "H", "H", "H", "H"], "xyz": [[-5.3828, 1.9244, 3.4840], [-5.5456, -0.7363, 0.5259], [1.3251, -3.0176, -4.6910], [-2.3958, -4.9046, -0.4064], [4.3855, 0.0764, 1.0344], [0.2192, 2.2310, -0.3695], [-0.8824, 6.6794, -0.2865], [7.8388, 3.0466, -1.9731], [-1.9803, -0.4708, 5.7890], [1.2426, 6.3852, 4.7711], [-4.3145, -0.8477, 3.8556], [-2.8863, -6.0977, 3.3294], [1.5837, 2.3369, 2.6677], [2.1258, 6.5810, -5.2957], [-0.1588, -3.2101, 0.4314], [1.1412, -7.3618, -3.7712], [4.7858, -6.6470, -2.9773], [1.5371, -5.0762, 1.2242], [-1.0411, 4.2068, -1.6336], [-0.9392, -4.7863, -2.2853], [1.0421, 0.4579, -3.6061], [1.8601, 4.8482, -3.7374], [-3.9682, -2.6559, -2.1172], [-2.3723, -3.7927, 3.2581], [0.1510, 0.8611, -0.1559], [1.1170, 4.2000, -2.7699], [1.1731, 0.1908, 0.5628], [2.7336, -6.8537, 0.0722], [1.0706, -1.1658, 0.8723], [-0.0111, -1.8402, 0.3347], [2.9943, -1.3137, -4.4340], [-1.3181, -6.8809, -1.2421], [-0.1483, 7.7815, 1.7218], [-1.5077, 1.0629, 4.0524], [-1.0476, -1.1511, -0.3132], [-4.0099, -2.1473, 3.7418], [-4.4048, 0.0492, -1.3471], [3.3571, -0.0009, -4.1247], [-1.5350, -5.5169, -1.2912], [1.6724, -1.7189, -4.3902], [5.2400, 0.6016, 0.1220], [0.6235, 6.4582, 3.5348], [0.7395, 1.6722, 3.4761], [0.1219, 6.4587, -4.0811], [-0.6184, 1.8157, 3.2708], [-3.8935, 4.8067, 0.8660], [-3.6977, -0.2290, -2.5409], [1.3601, 5.9356, -4.3695], [-4.9210, -3.1796, 4.0599], [3.0368, -4.5280, -0.5077], [-4.1702, 2.5515, 1.5193], [-5.1347, 4.2498, 2.8518], [7.5350, 1.4924, -0.1694], [-0.9467, 0.2184, -0.5528], [-0.3270, 5.3530, 1.7413], [0.2007, -6.8147, -3.0167], [0.3326, 0.2105, 5.3133], [4.0790, -6.2649, -1.8857], [-0.7395, 5.7600, -3.3114], [0.1643, 5.3009, 3.0188], [-2.6541, -2.4804, 3.4995], [-3.4714, -1.5587, -2.8510], [-0.2119, 4.7104, -2.5321], [-0.4916, 6.5932, 1.0569], [2.3270, 0.8267, -3.7711], [-1.0678, 0.2961, 5.1025], [1.2348, 0.9122, 4.5160], [3.8970, -4.8856, -1.5713], [-4.8901, 2.8918, 2.6523], [0.4472, 7.7001, 2.9707], [-4.8840, -0.9894, -0.6073], [-3.6296, 3.4904, 0.6438], [7.0468, 2.2727, -1.2072], [3.4863, -7.1995, -1.0321], [-0.4805, -7.5752, -2.0684], [5.7234, 2.1096, -1.6611], [-4.5682, -4.4978, 3.8887], [-4.7256, -2.3303, -0.9693], [4.8645, 1.2953, -0.9992], [6.5647, 0.7572, 0.5165], [2.4446, -5.4610, 0.2836], [-4.6377, 5.2142, 1.9568], [0.6820, -0.8815, -3.8619], [-0.0661, -5.4148, -3.1531], [-3.3053, -4.7897, 3.4805], [-4.7960, 6.2637, 2.1569], [1.4081, 3.2781, -2.2885], [-1.9808, -6.2588, 3.0542], [0.7526, 8.5846, 3.5100], [4.3578, -4.1462, -2.2095], [-4.4508, 1.0591, -0.9671], [3.6750, -2.1324, -4.6152], [-5.9557, -2.9683, 4.2864], [3.8469, 1.1376, -1.3248], [3.5263, -8.2652, -1.2025], [0.3115, 1.1366, -3.1914], [-1.0423, -3.4300, 0.1270], [5.3152, 2.4168, -2.6126], [1.2445, -4.1738, 1.0769], [-2.9116, -1.7908, -3.7450], [-1.7795, 5.9733, -3.1134], [-0.2641, 7.2433, -4.7149], [-1.7043, 0.8214, -1.0311], [-4.0496, 1.5005, 1.3022], [-0.6605, 3.5779, -1.0163], [2.3083, 0.8338, 4.6038], [-1.0839, 2.4066, 2.4958], [-5.2663, -0.7345, 3.8020], [1.7146, -1.5113, 1.6675], [1.2984, -8.2887, -3.5773], [0.4167, 4.3694, 3.5036], [-1.9904, -1.5372, -0.6717], [-0.6377, 4.4391, 1.2570], [-5.2572, -5.3192, 4.0194], [-0.2427, 8.7917, 1.3516], [2.4489, 5.9183, -5.9105], [-0.4555, -8.6466, -1.9346], [4.3748, 0.3571, -4.1746], [0.8751, 2.6438, 0.1971], [-0.2702, -1.3076, -3.5823], [-1.0623, -3.7329, -2.4897], [0.7710, -0.3467, 6.1280], [4.2867, -6.5345, -3.7896], [-5.8401, 4.6238, 3.5791], [8.6388, 3.4022, -1.5793], [0.4368, -4.9598, -3.9936], [-1.8858, -7.3485, -0.4512], [2.3461, -7.5591, 0.7924], [6.8505, 0.3241, 1.4636], [-2.5526, 1.1542, 3.7951], [-1.3633, -4.0532, 2.9744], [2.0120, 0.7978, 0.8695], [2.8615, 4.4463, -3.7819], [2.8579, -3.4727, -0.3637], [-0.6390, 5.9176, -0.8176], [4.7769, -0.3457, 1.8027], [-3.7571, -3.6742, -2.4086], [-3.1155, 3.2553, -0.2765], [-3.5539, 5.5138, 0.1236], [8.5794, 1.5030, 0.1056], [-2.6992, -0.6708, 5.1851], [2.3543, 2.5232, 3.2090], [1.2995, 7.2763, 5.1237], [-3.0749, -5.5025, -0.0857], [2.5613, 1.8793, -3.7125], [-5.2171, -3.1000, -0.3928], [-1.8666, -1.7530, 3.3684], [-3.2055, 0.5944, -3.0370]]}



Entry 2:
{"formula": "C66H71FIN5O23P2", "method": "ωB97M-V/def2-TZVPD", "molar_mass_g_mol": 1510.16, "e_homo_ha": -0.258, "e_tot_ha": -5641.23309, "smiles": "CC[C@@H](I)[C@](CCCF)(CC(N)(N)N)O[C@@](CCO)([PH2]=O)[C@](O)(ON=O)N(C[C@H]1CO1)P(C)C.O=C1C=CC(=O)C=C1.O=C1C=CC(=O)C=C1.O=C1C=CC(=O)C=C1.O=C1C=CC(=O)C=C1.O=C1C=CC(=O)C=C1.O=C1C=CC(=O)C=C1.O=C1C=CC(=O)C=C1.O=C1C=CC(=O)C=C1", "homo_lumo_gap_ev": 5.02, "total_charge": 0, "symbols": ["I", "P", "P", "F", "O", "O", "O", "O", "O", "O", "O", "O", "O", "O", "O", "O", "O", "O", "O", "O", "O", "O", "O", "O", "O", "O", "O", "N", "N", "N", "N", "N", "C", "C", "C", "C", "C", "C", "C", "C", "C", "C", "C", "C", "C", "C", "C", "C", "C", "C", "C", "C", "C", "C", "C", "C", "C", "C", "C", "C", "C", "C", "C", "C", "C", "C", "C", "C", "C", "C", "C", "C", "C", "C", "C", "C", "C", "C", "C", "C", "C", "C", "C", "C", "C", "C", "C", "C", "C", "C", "C", "C", "C", "C", "C", "C", "C", "C", "H", "H", "H", "H", "H", "H", "H", "H", "H", "H", "H", "H", "H", "H", "H", "H", "H", "H", "H", "H", "H", "H", "H", "H", "H", "H", "H", "H", "H", "H", "H", "H", "H", "H", "H", "H", "H", "H", "H", "H", "H", "H", "H", "H", "H", "H", "H", "H", "H", "H", "H", "H", "H", "H", "H", "H", "H", "H", "H", "H", "H", "H", "H", "H", "H", "H", "H", "H", "H", "H", "H"], "xyz": [[-1.5259, -0.2833, 0.9283], [-5.0836, 1.0409, -3.5595], [-7.9622, 0.8639, -1.2521], [-5.5838, -4.9593, -3.4976], [-5.9136, -0.1845, -4.1788], [-4.8891, 0.5648, 0.6085], [0.7470, 4.9905, 5.8169], [2.0348, 5.9275, -0.7492], [-5.9127, 2.1006, -0.8245], [-2.3568, 4.0633, -1.9370], [12.0190, -4.6256, -1.3275], [-11.2231, -8.9898, -2.9686], [6.9667, 4.0811, -4.4485], [1.3803, 2.0779, 2.8593], [3.6226, 3.2470, 8.9888], [-7.8790, -3.6967, -1.3820], [8.2747, 0.6937, -1.6439], [4.8811, 1.5121, 4.1230], [-4.9991, 1.3180, 2.5084], [5.9404, 4.6576, 1.0222], [8.1847, 1.1179, 7.4513], [-4.2432, 3.2186, 6.2939], [3.9371, 2.6032, -8.5604], [10.5190, -2.8461, 4.7853], [-3.8061, -0.8067, -2.2797], [-10.5618, -3.7145, -3.0283], [9.6847, -0.6616, 1.3385], [-6.5176, -0.1709, -1.1746], [-0.4971, -4.0260, -2.6421], [-5.7068, 1.1327, 1.5077], [0.5111, -2.4757, -0.9328], [0.8219, -2.1330, -3.2858], [0.6947, 4.1674, 0.0620], [10.3731, -1.5256, -0.7428], [-1.2085, 4.8790, 7.1269], [-0.2587, -2.5898, -2.2682], [-11.0716, -7.7760, -2.9819], [-2.2878, 3.3300, 4.9840], [-9.7085, -5.8201, -2.4032], [-9.8760, -7.1460, -2.3872], [7.2169, 2.7976, -1.7286], [-8.1169, -2.2033, -0.9861], [-2.4634, 4.4345, 7.2456], [3.1847, 2.0663, 5.6615], [6.9982, 2.5538, 1.1069], [6.6288, 3.7937, -1.0592], [9.9826, -1.9339, 5.3991], [7.7383, 1.6059, -1.0301], [-2.2188, -3.2285, 0.5691], [11.3306, -3.7616, 0.7538], [-2.8720, -1.7026, -1.6795], [-3.6380, -3.2204, -3.8719], [-3.0371, 1.6670, -1.7327], [10.2211, -1.5738, 0.7247], [4.8400, 4.1021, -5.4629], [-3.0953, 3.6267, 6.1836], [-0.4009, 4.5824, 5.9273], [2.8677, 2.5010, 6.8850], [-4.1377, 0.4904, -1.9180], [-5.0242, -3.9514, -4.4269], [10.9613, -2.5217, -1.4123], [-12.0764, -6.8842, -3.5938], [-11.9089, -5.5583, -3.6097], [4.6340, 2.9440, -7.6145], [6.8255, 2.9521, -6.5120], [6.4768, 3.7455, 0.4084], [9.4613, -0.7422, 4.7005], [6.2697, 3.7403, -5.3944], [-1.0329, 3.7745, 4.8653], [1.8836, 5.0422, 0.0813], [7.5863, 1.5577, 0.4375], [-6.7112, -1.3616, -0.2803], [5.6361, 2.2580, 6.2268], [1.5315, 2.9633, 2.0288], [10.7425, -2.7655, 1.4233], [4.0782, 3.7321, -6.4969], [-3.5499, -3.1442, -2.2269], [-8.9408, 0.6965, -2.8741], [3.9119, 2.8471, 7.8694], [-10.7133, -4.9284, -3.0150], [-3.3322, 3.0841, -2.5272], [8.8731, 0.2539, 5.3700], [-5.3425, 0.7114, -0.7726], [-9.0433, 0.7913, 0.3113], [9.2425, -0.9860, 7.5361], [-1.4531, -1.5271, -2.4636], [4.5919, 1.9119, 5.2424], [8.7211, 0.2057, 6.8376], [-3.4137, -4.1921, 1.1861], [-7.9076, -2.6507, -2.6502], [9.8306, -1.9821, 6.8666], [11.4826, -3.7134, -0.7138], [2.7204, 3.8381, 2.0480], [5.3191, 2.6927, 7.4503], [-2.7991, -1.7952, -0.0558], [0.5314, 3.1989, 0.9686], [2.8837, 4.8065, 1.1415], [6.0638, 2.5821, -7.5460], [-0.7305, 5.4721, 7.8974], [-3.4649, -4.0700, 2.3506], [6.8780, 2.5339, 2.1832], [10.6223, -2.7854, 2.4996], [-3.0344, 1.9593, -0.5745], [9.5815, -0.7223, 3.6242], [-1.4647, -3.0402, 1.4752], [0.2539, -4.6556, -2.2348], [-1.5899, -1.3515, -3.6366], [-3.0263, 3.0471, -3.6810], [-2.7584, -3.9573, -4.2039], [9.1223, -1.0059, 8.6124], [3.7495, 5.4575, 1.1419], [-9.9963, 0.0960, 0.2287], [-0.9825, -0.4981, -2.0781], [-1.6271, -3.8706, -0.2079], [-12.6357, -4.8900, -4.0550], [-0.3344, 2.5480, 0.9682], [2.4311, 1.8088, 4.9273], [-5.8327, 2.2456, -3.4022], [-3.0696, 4.6438, 8.1184], [-8.8333, 1.7385, -3.4463], [11.7188, -4.6420, 1.2518], [-10.0924, 0.6104, -2.6142], [3.0280, 3.9904, -6.5622], [-12.9481, -7.3615, -4.0251], [4.4479, 4.6798, -4.6347], [6.6636, 2.1402, 5.9040], [-4.0485, 1.3240, -4.5638], [1.5169, -2.2385, -1.1111], [7.3371, 2.8174, -2.8049], [-0.3965, -4.1408, -3.6742], [-0.0302, 4.3533, -0.7214], [-4.4271, -3.9768, 0.6335], [-2.8952, 4.9020, -1.7811], [8.4849, 1.1343, 4.8720], [1.8402, 2.6189, 7.2078], [11.0815, -2.5018, -2.4886], [3.4453, 3.6522, 2.8315], [-8.5580, -0.1185, -3.6217], [-0.4266, 3.5653, 3.9924], [-8.8368, -5.3429, -1.9718], [-4.6683, -3.2371, -1.8419], [0.5021, -3.4117, -0.4628], [-3.9259, -1.7960, 0.3374], [-9.1492, -7.8143, -1.9419], [6.0726, 2.9502, 8.1846], [-9.4726, 1.8904, 0.4904], [7.8757, 2.6939, -6.4467], [-5.2509, 2.7700, -0.4918], [-6.8468, -2.3550, -3.0450], [-4.6810, -4.5550, -5.3977], [1.5813, -2.8666, -3.3334], [-5.7827, -3.1443, -4.8035], [-8.3639, 0.5589, 1.2371], [-2.9934, -4.0973, -1.8875], [-4.3829, 3.5513, -2.3356], [-1.9302, 1.4144, -1.9938], [9.9849, -0.6452, -1.2408], [-8.8814, -2.7830, -3.3262], [-5.9270, -2.2211, -0.3871], [-3.0759, -5.3036, 0.9669], [1.2074, -1.2029, -3.0046], [10.2188, -2.8625, 7.3646], [-3.4307, -2.2142, -4.4269], [7.9745, 0.6773, 0.9355], [-7.0491, -1.1312, 0.8162], [6.4559, 2.0045, -8.3742], [-9.2580, -1.8293, -0.6232], [-2.7657, 2.7370, 4.2135], [6.2406, 4.6741, -1.5571]]}